# 1
{"formula": "CHI3S", "method": "ωB97M-V/def2-TZVPD", "species": ["C", "S", "I", "I", "I", "H"], "coordinates": [[-1.20, -0.04, -0.31], [1.33, 0.86, 1.86], [-1.18, 1.68, -1.53], [-0.76, -1.87, -1.27], [2.63, -0.55, 0.57], [-0.81, -0.08, 0.67]], "nbo_charge": [-0.5627, -0.1958, 0.2187, 0.1817, 0.1840, 0.1740], "largest_force_ev_per_a": 2.2, "homo_lumo_gap_ev": [8.1, 5.8], "e_above_lowest_ev": 2.540, "multiplicity": 1, "energy_ev": -36187.28970}

=====

# 2
{"formula": "C42H54KN4O2Si", "method": "ωB97M-V/def2-TZVPD", "species": ["K", "C", "Si", "C", "N", "C", "C", "C", "C", "C", "C", "C", "C", "C", "C", "C", "C", "C", "C", "C", "C", "C", "H", "H", "H", "H", "H", "H", "H", "H", "H", "H", "H", "H", "H", "H", "H", "H", "H", "H", "H", "H", "H", "H", "H", "H", "C", "C", "C", "C", "C", "C", "C", "C", "N", "C", "C", "C", "C", "N", "C", "C", "C", "C", "C", "C", "C", "C", "H", "H", "H", "H", "H", "H", "H", "H", "H", "H", "H", "H", "H", "H", "H", "H", "H", "H", "H", "H", "H", "H", "H", "H", "N", "C", "C", "C", "O", "O", "H", "H", "H", "H", "H", "H"], "coordinates": [[0.61, 1.26, -0.51], [-0.49, -1.83, 0.57], [-1.81, -2.13, -0.58], [-1.44, -1.50, -2.35], [-1.06, -0.09, -2.39], [-0.17, 0.23, -3.51], [-0.87, 0.23, -4.87], [-2.16, 1.07, -4.81], [-2.27, 1.82, -3.48], [-2.22, 0.83, -2.32], [-3.56, -1.42, -0.21], [-3.70, -0.32, 0.64], [-4.94, 0.28, 0.87], [-6.07, -0.23, 0.25], [-5.96, -1.33, -0.59], [-4.72, -1.91, -0.81], [-2.16, -3.99, -0.76], [-2.81, -4.67, 0.27], [-3.07, -6.03, 0.20], [-2.70, -6.75, -0.92], [-2.06, -6.10, -1.96], [-1.79, -4.74, -1.88], [-0.14, -0.84, 0.86], [-0.29, -2.58, 1.34], [-2.24, -1.74, -3.07], [-0.56, -2.09, -2.65], [0.66, -0.48, -3.49], [0.26, 1.22, -3.34], [-1.09, -0.79, -5.18], [-0.18, 0.64, -5.62], [-3.03, 0.41, -4.90], [-2.21, 1.77, -5.64], [-3.21, 2.37, -3.43], [-1.47, 2.56, -3.38], [-3.14, 0.22, -2.35], [-2.25, 1.36, -1.36], [-2.82, 0.08, 1.12], [-5.00, 1.14, 1.52], [-7.04, 0.23, 0.42], [-6.85, -1.73, -1.07], [-4.65, -2.77, -1.48], [-3.12, -4.12, 1.15], [-3.58, -6.53, 1.02], [-2.91, -7.82, -0.99], [-1.76, -6.66, -2.85], [-1.28, -4.26, -2.70], [4.92, 2.03, 1.15], [5.04, 0.61, 0.68], [6.19, 0.16, 0.03], [6.27, -1.15, -0.42], [5.20, -2.02, -0.22], [4.04, -1.60, 0.43], [2.90, -2.55, 0.66], [3.97, -0.28, 0.87], [2.78, 0.24, 1.42], [2.59, 0.16, 2.68], [3.52, -0.50, 3.65], [1.34, 0.79, 3.23], [1.20, 0.88, 4.73], [0.51, 1.24, 2.39], [-0.69, 1.88, 2.80], [-0.82, 3.24, 2.47], [0.28, 3.98, 1.76], [-2.01, 3.88, 2.79], [-3.05, 3.20, 3.40], [-2.91, 1.85, 3.70], [-1.73, 1.17, 3.40], [-1.63, -0.30, 3.72], [5.75, 2.64, 0.78], [4.93, 2.08, 2.25], [3.98, 2.48, 0.83], [7.01, 0.84, -0.13], [7.16, -1.50, -0.93], [5.27, -3.04, -0.57], [3.06, -3.49, 0.13], [1.93, -2.14, 0.35], [2.82, -2.79, 1.73], [4.35, -0.99, 3.13], [2.99, -1.25, 4.24], [3.94, 0.23, 4.34], [2.09, 1.34, 5.17], [1.10, -0.12, 5.16], [0.33, 1.47, 5.00], [1.27, 3.71, 2.12], [0.15, 5.05, 1.93], [0.25, 3.83, 0.68], [-2.12, 4.93, 2.55], [-3.97, 3.71, 3.64], [-3.73, 1.31, 4.15], [-2.63, -0.74, 3.77], [-1.15, -0.47, 4.69], [-1.08, -0.85, 2.94], [3.07, 1.34, -2.07], [3.40, 2.64, -2.67], [2.61, 3.78, -2.04], [1.12, 3.71, -2.48], [0.90, 3.90, -3.68], [0.28, 3.42, -1.58], [3.57, 1.22, -1.20], [3.38, 0.59, -2.67], [3.14, 2.61, -3.73], [4.48, 2.86, -2.60], [3.02, 4.72, -2.39], [2.70, 3.76, -0.95]], "lowdin_charge": [0.7036, -0.2473, 0.5298, -0.2537, -0.2454, -0.2241, -0.1648, -0.1831, -0.1770, -0.1909, -0.2427, -0.1064, -0.0940, -0.1144, -0.1080, -0.1069, -0.2387, -0.1039, -0.1065, -0.1202, -0.1093, -0.0977, -0.1101, -0.0452, 0.0889, 0.0738, 0.1153, 0.0873, 0.0954, 0.1045, 0.1015, 0.0996, 0.1128, 0.0923, 0.1089, 0.1063, 0.0803, 0.0876, 0.0887, 0.0904, 0.0994, 0.1018, 0.0912, 0.0885, 0.0910, 0.0884, -0.0302, -0.2406, -0.0608, -0.0935, -0.0500, -0.2082, -0.0319, -0.2370, 0.1648, -0.2465, -0.0073, -0.2475, -0.0146, 0.1279, -0.2005, -0.1966, -0.0304, -0.0494, -0.0896, -0.0656, -0.2244, -0.0393, 0.0786, 0.0794, 0.0686, 0.1053, 0.0956, 0.1065, 0.0790, 0.0363, 0.0821, 0.0839, 0.0900, 0.0859, 0.0842, 0.0860, 0.0839, 0.0753, 0.0803, 0.0545, 0.1084, 0.0976, 0.1101, 0.0817, 0.0690, 0.0512, 0.0032, -0.2710, -0.1270, -0.7313, -0.0293, -0.2016, 0.0295, 0.0777, 0.1103, 0.0994, 0.1088, 0.0920], "largest_force_ev_per_a": 0.8, "homo_lumo_gap_ev": 5.1, "e_above_lowest_ev": 0.181, "multiplicity": 1, "energy_ev": -78691.89075, "charge": -1}

=====

# 3
{"formula": "C25H18F3KN7", "method": "ωB97M-V/def2-TZVPD", "species": ["K", "C", "C", "N", "C", "C", "C", "C", "C", "C", "C", "N", "C", "C", "C", "C", "C", "C", "C", "C", "N", "C", "H", "H", "H", "H", "H", "H", "H", "H", "H", "H", "H", "H", "N", "C", "C", "N", "C", "C", "N", "C", "C", "N", "H", "H", "H", "H", "H", "H", "F", "C", "F", "F"], "coordinates": [[0.53, 1.18, -0.49], [-3.46, 4.22, 0.03], [-2.24, 3.56, 0.23], [-2.06, 2.28, -0.02], [-3.09, 1.54, -0.49], [-4.36, 2.12, -0.74], [-4.51, 3.50, -0.46], [-5.43, 1.34, -1.25], [-5.20, 0.01, -1.49], [-3.96, -0.58, -1.26], [-2.85, 0.13, -0.78], [-1.59, -0.34, -0.65], [-1.33, -1.66, -0.48], [-2.16, -2.57, 0.18], [-1.77, -3.88, 0.47], [-0.55, -4.37, 0.12], [0.35, -3.51, -0.56], [1.65, -3.94, -0.90], [2.50, -3.09, -1.54], [2.03, -1.80, -1.85], [0.84, -1.37, -1.55], [-0.03, -2.18, -0.89], [-3.55, 5.28, 0.25], [-1.38, 4.10, 0.60], [-5.48, 3.96, -0.64], [-6.39, 1.81, -1.43], [-5.99, -0.61, -1.89], [-3.84, -1.63, -1.52], [-3.12, -2.23, 0.53], [-2.48, -4.51, 1.01], [-0.23, -5.38, 0.35], [1.95, -4.94, -0.63], [3.52, -3.37, -1.79], [2.69, -1.11, -2.37], [2.10, 1.02, 2.29], [0.85, 0.67, 2.74], [0.69, -0.64, 2.40], [1.80, -1.10, 1.74], [2.62, -0.08, 1.67], [3.93, -0.07, 1.03], [4.74, -1.10, 0.90], [5.83, -0.62, 0.22], [5.66, 0.70, -0.08], [4.44, 1.04, 0.43], [2.45, 1.97, 2.23], [0.20, 1.39, 3.21], [-0.16, -1.28, 2.56], [6.67, -1.25, -0.01], [6.28, 1.40, -0.61], [3.97, 1.93, 0.32], [3.24, 3.72, 0.94], [2.14, 4.01, 0.06], [1.12, 3.33, 0.80], [2.41, 2.99, -0.93]], "nbo_charge": [0.9159, -0.2750, 0.0238, -0.4533, 0.1853, -0.0885, -0.1564, -0.2963, -0.1755, -0.3419, 0.1989, -0.6632, 0.1801, -0.3187, -0.1885, -0.2720, -0.0814, -0.1386, -0.2604, 0.0365, -0.4663, 0.1895, 0.2079, 0.1997, 0.2001, 0.1933, 0.1956, 0.2124, 0.2112, 0.1968, 0.1950, 0.2018, 0.2118, 0.1777, -0.5210, -0.1158, -0.0990, -0.4302, 0.2656, 0.2893, -0.4341, -0.1085, -0.1078, -0.5177, 0.4459, 0.2259, 0.2201, 0.1970, 0.2140, 0.4539, -0.4697, 0.4908, -0.4744, -0.4815], "largest_force_ev_per_a": 0.4, "homo_lumo_gap_ev": 6.1, "e_above_lowest_ev": 0.000, "multiplicity": 1, "energy_ev": -61128.93949, "charge": -1}

=====

# 4
{"formula": "C4H9NO2", "method": "ωB97M-V/def2-TZVPD", "species": ["N", "C", "O", "C", "C", "C", "O", "H", "H", "H", "H", "H", "H", "H", "H", "H"], "coordinates": [[1.18, 0.26, 1.25], [1.14, -1.06, 0.92], [2.05, -1.84, 1.11], [-0.14, -1.53, 0.35], [-1.33, -1.01, 0.67], [-1.45, 1.20, -1.32], [-0.70, 1.93, -0.72], [2.10, 0.57, 1.52], [0.62, 0.93, 0.73], [2.31, 1.31, -1.35], [-0.04, -2.43, -0.24], [-2.23, -1.48, 0.31], [-1.44, -0.20, 1.39], [-1.15, 0.37, -1.99], [-2.54, 1.34, -1.25], [1.64, 1.64, -1.38]], "nbo_charge": [-0.8253, 0.6226, -0.5991, -0.2742, -0.3749, 0.2972, -0.5332, 0.3986, 0.4123, -0.0093, 0.2259, 0.2033, 0.2123, 0.1245, 0.1147, 0.0045], "largest_force_ev_per_a": 0.7, "smiles": "C=CC(N)=O.[H][H].C=O", "homo_lumo_gap_ev": 10.0, "e_above_lowest_ev": 2.963, "multiplicity": 1, "energy_ev": -9877.09779}